Record 1
Molecular formula: C4H9N5
Method: DFT, ωB97M-V/def2-TZVPD

Calculated values
SMILES string: [H]/N=C(\N)N/C=N\N1CC1
LUMO in eV: 0.427
E_HOMO in eV: -7.7

Each line ends with the Löwdin charge.
Geometry (Å):
1 H -2.9385 -1.6285 -0.3774  0.061
2 N -2.8862 -0.8228 0.4669  -0.048
3 C -1.7502 -0.0779 -0.0764  -0.631
4 N -0.9877 -0.8279 -0.9461  -0.018
5 N -1.3000 1.0324 0.3385  0.081
6 C -0.1190 1.5314 -0.1652  -0.219
7 N 0.9630 1.0699 -0.5492  0.113
8 N 1.3580 -0.2766 -0.2327  -0.238
9 C 2.6960 -0.5979 -0.2122  -0.065
10 C 1.8006 -0.5208 1.1084  -0.047
11 H -1.0629 -1.8845 -0.3414  0.169
12 H 0.1501 -1.1161 -0.7117  0.116
13 H -1.6473 1.4746 1.3054  0.232
14 H 0.0006 2.6323 0.0009  0.135
15 H 3.3711 0.1741 -0.2869  0.077
16 H 3.0991 -1.5687 -0.4186  0.103
17 H 1.4722 -1.5098 1.5443  0.120
18 H 1.7613 0.1939 1.8164  0.059

Record 2
Molecular formula: C45H50BrN2O2V
Method: DFT, ωB97M-V/def2-TZVPD

Calculated values
Net charge: +1
LUMO (spin up / spin down) in eV: -3.810 / -5.503
E_HOMO (spin up / spin down) in eV: -10.8 / -11.1
2S+1: 2

Each line ends with the Mulliken spin population.
Geometry (Å):
1 V -0.3067 -0.0519 -0.0990  0.033
2 C 0.3535 -1.4950 -7.4300  0.000
3 C 1.0969 -2.2177 -6.2983  -0.010
4 C 2.5783 -1.8533 -6.3784  -0.002
5 C 0.9531 -3.7361 -6.4760  0.000
6 C 0.4843 -1.8186 -4.9563  -0.004
7 C 1.2260 -1.2400 -3.9516  0.071
8 C 0.5848 -0.9182 -2.7415  0.011
9 N 1.0825 -0.3312 -1.6020  0.311
10 C 2.3536 0.0437 -1.2679  0.024
11 C 3.5529 -0.1389 -1.9760  0.066
12 C 4.7164 0.3727 -1.4462  -0.001
13 C 4.6450 1.0815 -0.2323  0.148
14 C 3.4933 1.2674 0.5330  0.041
15 C 2.3661 0.6795 -0.0063  0.069
16 O 1.1350 0.6160 0.5874  0.000
17 C 3.5950 2.0737 1.8332  -0.004
18 C 4.0882 3.4830 1.4763  -0.002
19 C 2.2709 2.2095 2.5871  0.001
20 C 4.6092 1.3931 2.7617  -0.001
21 C 6.0696 0.2247 -2.1384  -0.014
22 C 7.0809 -0.3930 -1.1622  0.003
23 C 5.9769 -0.6709 -3.3725  -0.003
24 C 6.5538 1.6164 -2.5686  0.000
25 C -0.7840 -1.1592 -2.5969  0.095
26 O -1.2416 -0.7512 -1.3703  0.001
27 C -1.5754 -1.7400 -3.5715  -0.010
28 C -0.8899 -2.0614 -4.7375  0.126
29 C -3.0654 -2.0041 -3.3633  -0.003
30 C -3.6844 -2.6794 -4.5864  0.002
31 C -3.2544 -2.9270 -2.1503  -0.002
32 C -3.7929 -0.6728 -3.1269  -0.003
33 H 0.7975 -1.7555 -8.3921  0.001
34 H 0.4138 -0.4113 -7.3118  0.001
35 H -0.7004 -1.7730 -7.4701  -0.001
36 H 2.9639 -2.1273 -7.3607  0.000
37 H 3.1719 -2.3897 -5.6335  0.000
38 H 2.7420 -0.7804 -6.2504  0.001
39 H 1.4114 -4.0458 -7.4169  0.001
40 H -0.0937 -4.0431 -6.5016  0.000
41 H 1.4449 -4.2760 -5.6644  0.000
42 H 2.2657 -1.0221 -4.1042  0.006
43 H 3.5700 -0.6833 -2.9009  0.010
44 H 5.5614 1.5138 0.1487  0.007
45 H 3.4078 3.9726 0.7769  0.001
46 H 5.0826 3.4680 1.0272  0.000
47 H 4.1427 4.0923 2.3800  0.000
48 H 1.5136 2.7217 1.9926  0.000
49 H 2.4494 2.8044 3.4847  0.000
50 H 1.8737 1.2440 2.8991  -0.001
51 H 5.6014 1.3260 2.3131  0.000
52 H 4.2861 0.3828 3.0211  0.001
53 H 4.7051 1.9663 3.6854  0.000
54 H 6.7329 -1.3590 -0.7907  -0.001
55 H 7.2707 0.2515 -0.3031  -0.001
56 H 8.0340 -0.5487 -1.6700  0.001
57 H 5.5959 -1.6653 -3.1275  0.001
58 H 6.9710 -0.7952 -3.8023  0.000
59 H 5.3413 -0.2353 -4.1479  0.000
60 H 6.6895 2.2778 -1.7110  -0.001
61 H 5.8420 2.0877 -3.2491  0.000
62 H 7.5139 1.5366 -3.0816  0.001
63 H -1.4486 -2.5224 -5.5394  0.012
64 H -3.2251 -3.6479 -4.7954  -0.001
65 H -3.6084 -2.0567 -5.4804  -0.001
66 H -4.7440 -2.8545 -4.3975  0.000
67 H -2.7289 -3.8734 -2.2951  0.001
68 H -4.3160 -3.1475 -2.0234  0.000
69 H -2.8927 -2.4741 -1.2269  0.001
70 H -3.7026 -0.0194 -3.9978  0.001
71 H -3.4085 -0.1390 -2.2575  0.000
72 H -4.8550 -0.8618 -2.9592  0.000
73 Br 1.6098 -2.5503 0.6929  0.012
74 C 0.5557 -2.7310 2.2504  -0.007
75 C 1.0039 -3.5559 3.2361  0.005
76 C 0.1853 -3.8085 4.3590  0.000
77 C -1.0659 -3.2741 4.4183  0.000
78 C -1.5428 -2.4268 3.3876  0.000
79 C -2.8785 -1.9457 3.4122  -0.001
80 C -3.3636 -1.1669 2.4096  0.002
81 C -2.5085 -0.7559 1.3598  0.008
82 C -1.1976 -1.1756 1.3159  0.045
83 C -0.7044 -2.0873 2.2995  -0.019
84 H 1.9696 -4.0332 3.1463  0.000
85 H 0.5471 -4.4559 5.1463  0.000
86 H -1.7227 -3.5011 5.2487  0.000
87 H -3.5180 -2.2420 4.2347  0.000
88 H -4.3940 -0.8377 2.4152  0.000
89 H -2.9215 -0.1103 0.5928  0.001
90 N -3.5690 6.5478 -0.1450  0.001
91 C -3.0613 5.5180 -0.1539  0.000
92 C -2.4156 4.2239 -0.1652  0.002
93 C -2.2426 3.5510 -1.3696  0.002
94 C -1.6309 2.3064 -1.3755  0.003
95 C -1.1821 1.7487 -0.1821  -0.033
96 C -1.3453 2.4331 1.0229  -0.003
97 C -1.9713 3.6674 1.0323  -0.003
98 H -2.5920 3.9983 -2.2904  0.000
99 H -1.5123 1.7808 -2.3153  0.004
100 H -0.9913 2.0161 1.9582  0.001
101 H -2.1119 4.2071 1.9590  0.000

Record 3
Molecular formula: C2H5N2O4P
Method: DFT, ωB97M-V/def2-TZVPD

Calculated values
Net charge: -2
LUMO (spin up / spin down) in eV: 6.694 / 5.330
E_HOMO (spin up / spin down) in eV: 1.6 / -0.4
2S+1: 3

Each line ends with the Mulliken spin population.
Geometry (Å):
1 C -1.2837 -0.0954 -0.0549  -0.014
2 C -1.3731 1.4515 -0.1973  0.039
3 N 0.2328 -2.4200 0.1727  0.960
4 N -0.0364 -0.5236 -0.1365  0.853
5 O 1.9582 0.1402 1.4622  0.087
6 O 1.3250 1.6576 -0.4943  -0.001
7 O -2.3648 -0.7526 0.0340  0.290
8 O 2.4962 -0.5522 -0.9177  0.039
9 P 1.6450 0.2792 0.0270  -0.025
10 H -2.3862 1.7784 -0.7194  -0.008
11 H -1.3520 1.8323 0.7928  0.004
12 H -0.3651 1.9326 -0.5780  -0.005
13 H 1.0382 -2.4547 -0.5161  -0.120
14 H 0.4661 -2.2733 1.1255  -0.099

Record 4
Molecular formula: C13H10F3N2O5S2
Method: DFT, ωB97M-V/def2-TZVPD

Calculated values
Net charge: -1
LUMO in eV: 2.817
E_HOMO in eV: -3.7

Each line ends with the Löwdin charge.
Geometry (Å):
1 C 0.2219 0.6401 3.8842  -0.080
2 C 0.0162 0.2278 2.4490  -0.214
3 O -1.1791 0.8994 1.9377  -0.025
4 C -1.5361 0.4879 0.7009  -0.511
5 C -2.3853 1.4593 -0.0963  -0.392
6 C -2.4014 0.8806 -1.4243  -0.267
7 N -2.4600 0.4654 -2.5129  0.192
8 O -1.1866 -0.5789 0.2288  0.086
9 H 1.1206 0.1347 4.2440  0.073
10 H 0.3724 1.7199 3.9721  0.078
11 H -0.6146 0.3311 4.5177  0.081
12 H 0.8630 0.5508 1.8250  0.129
13 H -0.1152 -0.8583 2.3645  0.121
14 H -1.9087 2.4383 -0.0667  0.129
15 F -3.5266 2.5497 2.7033  0.050
16 C -4.0847 2.9706 1.5256  -0.759
17 F -5.2995 3.4938 1.7847  0.097
18 F -3.2861 3.9385 0.9780  0.064
19 S -4.2047 1.5039 0.4220  1.115
20 N -5.7242 2.5528 -0.7332  -0.296
21 C -7.0405 2.4379 -0.3024  -0.526
22 O -7.3952 1.8873 0.7330  0.031
23 C -7.8813 3.0906 -1.3504  -0.137
24 C -7.2027 3.2286 -2.5431  -0.216
25 C -7.8129 3.7049 -3.7059  -0.044
26 C -9.1622 4.0796 -3.6311  -0.091
27 C -9.8702 3.9388 -2.4208  -0.092
28 C -9.2442 3.4261 -1.2772  -0.010
29 S -5.5581 2.5376 -2.3983  0.622
30 O -4.5613 3.4927 -2.7938  -0.317
31 O -5.5487 1.2009 -2.9286  -0.306
32 H -7.2301 3.7779 -4.6163  0.111
33 H -9.6666 4.4819 -4.5075  0.093
34 H -10.9270 4.2311 -2.3880  0.096
35 H -9.7802 3.2687 -0.3372  0.116

Record 5
Molecular formula: C19H28BrDyO2
Method: DFT, ωB97M-V/def2-TZVPD

Calculated values
LUMO (spin up / spin down) in eV: 0.274 / 0.275
E_HOMO (spin up / spin down) in eV: -7.2 / -7.2
2S+1: 6

Each line ends with the Mulliken spin population.
Geometry (Å):
1 O -0.7740 -0.0733 -2.2685  0.001
2 C -1.8374 0.5785 -3.0315  0.000
3 C -1.8300 -0.5180 -4.0966  0.000
4 H -1.5221 1.5711 -3.3820  0.000
5 H -2.7696 0.6222 -2.4565  0.000
6 C -0.8252 -1.2339 -3.1371  0.000
7 H -1.3677 -0.2031 -5.0404  0.000
8 H -2.7744 -1.0485 -4.2137  0.000
9 C 0.5106 -1.5548 -3.7605  0.000
10 H 0.9582 -0.6654 -4.2124  0.000
11 H 0.3721 -2.3067 -4.5436  0.000
12 H 1.2065 -1.9679 -3.0206  0.000
13 C -1.4359 -2.4327 -2.4477  0.000
14 H -2.4347 -2.2117 -2.0607  0.000
15 H -0.8330 -2.7809 -1.5984  0.000
16 H -1.5116 -3.2628 -3.1627  0.000
17 Dy 0.2999 0.2632 2.6252  4.964
18 C -2.4544 -0.9262 2.4214  0.010
19 C -2.1947 0.2751 3.1544  -0.003
20 C -1.9597 1.3294 2.1962  0.032
21 H -2.2185 0.3857 4.2432  -0.002
22 C -2.0245 0.7455 0.8858  -0.027
23 C -2.3864 -0.6239 1.0332  -0.015
24 H -2.6386 -1.2988 0.2115  0.000
25 H -2.7398 -1.8908 2.8459  0.001
26 H -1.8301 2.3904 2.4272  -0.003
27 H -1.9549 1.2811 -0.0648  -0.001
28 C 0.5656 -2.2006 2.9496  0.026
29 C 0.1355 -2.4351 1.6031  -0.011
30 C 1.1276 -1.9626 0.7077  -0.018
31 H -0.7941 -2.9307 1.3095  0.001
32 C 2.1972 -1.4298 1.5015  0.005
33 C 1.8809 -1.6180 2.8906  0.010
34 H 2.5252 -1.3563 3.7359  -0.002
35 H 0.0274 -2.4597 3.8778  -0.001
36 H 1.1013 -2.0384 -0.3782  0.000
37 H 3.1254 -1.0232 1.1014  -0.001
38 O 1.3001 1.5751 1.3464  0.026
39 C 1.5754 1.3854 -0.0898  0.005
40 C 2.3051 2.6366 -0.5661  0.001
41 H 0.6191 1.1998 -0.5969  0.000
42 H 2.1986 0.4887 -0.1975  0.001
43 C 2.4796 3.5710 0.6446  0.001
44 H 1.7137 3.1160 -1.3490  0.000
45 H 3.2655 2.3515 -1.0043  0.000
46 C 1.8086 2.9109 1.8384  -0.001
47 H 2.0192 4.5424 0.4410  0.000
48 H 3.5371 3.7351 0.8542  0.000
49 H 0.9469 3.4729 2.2103  0.000
50 H 2.4975 2.7186 2.6711  0.000
51 Br 0.8115 1.3078 4.9526  0.001